This record from the Open Molecules 2025 dataset describes a single C6H6O2 molecule. The level of theory is the ωB97M-V functional and the def2-TZVPD basis.

Geometry as XYZ:
```
14
Properties=species:S:1:pos:R:3:lowdin_charge:R:1
C -1.85939 -0.71548 0.37662 -0.38
C -0.45135 -0.12218 0.07771 -0.18
C 0.44159 0.11937 0.99682 -0.09
C 1.65208 0.47394 0.28878 -0.05
C 1.37137 0.48071 -1.12768 -0.06
C -0.09722 0.34503 -1.35164 -0.10
H -0.87143 -0.70068 2.20654 0.13
H 0.55593 -0.58380 1.98431 0.18
H 2.70419 0.67768 0.67151 0.12
H 2.01405 0.58735 -1.90946 0.06
H -0.59304 1.37295 -1.57022 0.18
H -0.15973 -0.44958 -2.07047 0.12
O -1.90686 -0.79895 1.81539 -0.04
O -2.80019 -0.68635 -0.38821 0.11
```

Calculated total energy: -382.5926 hartree
Charge: 0
SMILES: O=C(O)C1=CC=CC1
Energy relative to the best compared isomer or geometry (same formula, charge and spin): 244.62 kJ/mol
HOMO-LUMO gap: 0.3204 Eh
LUMO: -0.011 Ha



This record from the Open Molecules 2025 dataset describes 2 unconnected molecules or ions with the total composition C5H10NO. The level of theory is the ωB97M-V functional and the def2-TZVPD basis.

Geometry as XYZ:
```
17
Properties=species:S:1:pos:R:3:lowdin_charge:R:1
C -1.99537 1.08263 0.90714 0.04
C 0.40106 -1.79891 2.03786 -0.01
C -0.85300 0.72371 0.47305 -0.03
C -0.23463 -0.38313 -1.61635 0.00
C 0.07730 0.72033 -0.66040 -0.32
N 1.55139 0.56819 -0.17666 0.22
O 1.34084 -2.04700 1.38748 0.02
H -2.85543 0.95753 0.19150 0.12
H -2.01009 1.32588 1.92727 0.06
H -0.43223 -2.44997 2.18535 0.06
H -1.18296 -0.26979 -1.87416 0.05
H 0.39951 -0.18351 -2.55085 0.15
H -0.15148 -1.23153 -1.08680 0.05
H 0.12800 1.62113 -1.15188 0.13
H 1.70665 0.81281 0.77313 0.14
H 2.26867 0.97259 -0.79592 0.18
H 1.84176 -0.42097 0.03023 0.14
```

Calculated total energy: -326.0405 hartree
Charge: +1
Energy relative to the best compared isomer or geometry (same formula, charge and spin): 633.42 kJ/mol
HOMO-LUMO gap (spin up / spin down): 0.3212 / 0.2920 Eh
LUMO (spin up / spin down): -0.141 / -0.164 Ha



This record from the Open Molecules 2025 dataset describes a molecular structure, C26H63BBaF4O14. The level of theory is the ωB97M-V functional and the def2-TZVPD basis.

Geometry as XYZ:
```
109
Properties=species:S:1:pos:R:3:lowdin_charge:R:1
Ba 0.57829 -1.00372 0.64102 2.20
B 0.05829 -0.45873 3.88403 -1.54
F 0.75043 -1.40707 3.28311 0.09
F 0.79496 0.39292 4.68071 0.15
F -0.52147 0.22855 2.83538 0.06
F -0.83257 -1.12235 4.65527 0.18
C 1.05717 -1.41365 -3.94179 0.00
C 0.95825 -1.34887 -2.42784 -0.77
O 1.68612 -0.53625 -1.77920 -0.19
O 0.01126 -1.94459 -1.89702 -0.16
H 0.68870 -0.44970 -4.29268 0.08
H 0.49143 -2.20056 -4.44059 0.08
H 2.09844 -1.37792 -4.26210 0.06
C -1.33340 4.10771 2.18931 -0.08
O -1.89129 3.93332 3.49119 -0.17
C -1.67855 2.71103 4.10438 -0.20
C -2.25295 2.49124 5.56713 -0.12
O -3.68019 2.57795 5.69592 -0.18
C -4.48189 1.75112 4.90869 -0.14
H -1.69791 3.31221 1.53938 0.07
H -0.24501 4.12332 2.24633 0.08
H -1.71744 5.00050 1.69582 0.09
H -0.59999 2.58409 4.19769 0.11
H -2.06244 1.93410 3.44323 0.09
H -1.86204 3.20325 6.29399 0.12
H -1.95349 1.52737 5.97866 0.12
H -4.39016 0.68127 5.09607 0.08
H -4.30976 1.83394 3.83555 0.07
H -5.55436 1.89646 5.03826 0.09
C -0.89940 1.65531 -1.32781 -0.12
O -0.10502 1.48507 -0.20876 -0.34
C 0.92762 2.51840 -0.05202 -0.11
C 1.73120 2.28416 1.25335 -0.22
O 2.33238 1.04138 1.24478 -0.31
C 3.14366 0.85394 2.39551 -0.08
H -1.76447 2.27677 -1.09642 0.10
H -1.19998 0.71614 -1.79225 0.08
H -0.35348 2.11987 -2.14894 0.10
H 0.48633 3.50502 0.08917 0.12
H 1.57560 2.56634 -0.92720 0.13
H 1.14171 2.33501 2.16878 0.11
H 2.52798 3.01800 1.37467 0.14
H 4.08728 1.37364 2.22934 0.09
H 3.35757 -0.20916 2.50573 0.09
H 2.80194 1.26433 3.34572 0.10
C 6.04555 4.09775 -3.66818 -0.07
O 6.64672 3.71751 -2.38150 -0.19
C 5.77393 2.98986 -1.53344 -0.22
C 5.63265 1.53286 -1.94797 -0.17
O 4.89313 1.37366 -3.18814 -0.20
C 4.51814 0.06257 -3.61221 -0.10
H 5.02706 4.48084 -3.60492 0.09
H 6.08707 3.26730 -4.37299 0.08
H 6.74550 4.88997 -3.93383 0.08
H 4.81531 3.44663 -1.28748 0.12
H 6.37358 2.96982 -0.62342 0.12
H 5.08644 1.01392 -1.16028 0.10
H 6.60432 1.04435 -2.02090 0.13
H 3.88684 -0.37179 -2.83703 0.05
H 5.31966 -0.61442 -3.90778 0.09
H 3.81730 0.14887 -4.44255 0.08
C -0.69158 -3.83618 2.81625 -0.07
O -1.22140 -2.92842 1.84993 -0.32
C -2.62688 -2.79161 1.68047 -0.16
C -2.95068 -1.94776 0.42132 -0.15
O -2.35557 -0.65578 0.62673 -0.25
C -3.18899 0.18404 1.29367 -0.15
H -1.03939 -4.79920 2.44246 0.09
H -1.13096 -3.67579 3.80079 0.10
H 0.39223 -3.86816 2.92778 0.08
H -2.89798 -2.33989 2.63470 0.13
H -3.12873 -3.75902 1.66119 0.13
H -4.01978 -1.98652 0.21251 0.13
H -2.53637 -2.45444 -0.45031 0.11
H -2.77929 1.18854 1.39967 0.08
H -3.63374 -0.14503 2.23282 0.10
H -4.11099 0.43197 0.76779 0.09
C -2.83724 -1.67719 -3.71478 -0.08
O -4.15714 -1.14245 -3.94480 -0.20
C -4.51090 -0.08580 -3.00376 -0.18
C -6.01238 0.33665 -2.93446 -0.17
O -6.45344 1.29242 -3.90869 -0.18
C -6.21739 1.04507 -5.26535 -0.12
H -2.18381 -0.83034 -3.50503 0.07
H -2.42025 -2.25563 -4.53916 0.09
H -2.86181 -2.37678 -2.87927 0.07
H -3.96034 0.81638 -3.27033 0.12
H -4.15538 -0.28811 -1.99343 0.10
H -6.27254 0.72644 -1.95034 0.12
H -6.45938 -0.65001 -3.05603 0.12
H -6.28529 -0.02703 -5.44997 0.09
H -5.23504 1.34003 -5.63428 0.08
H -6.90512 1.59165 -5.91063 0.09
C 4.15507 -2.14334 -0.14476 -0.10
O 3.16438 -2.03098 0.83151 -0.32
C 3.08390 -3.22671 1.66923 -0.15
C 2.35531 -4.40123 0.98782 -0.22
O 1.16989 -3.82373 0.57738 -0.31
C 0.32849 -4.75139 -0.13588 -0.07
H 3.86680 -2.80472 -0.96182 0.10
H 5.09603 -2.46428 0.30209 0.10
H 4.38391 -1.19496 -0.63086 0.07
H 2.52421 -2.93159 2.55680 0.11
H 4.06969 -3.61613 1.92349 0.13
H 2.15526 -5.13320 1.77032 0.13
H 3.01803 -4.81634 0.22850 0.13
H 0.20544 -5.70764 0.37260 0.10
H 0.74679 -4.93882 -1.12482 0.10
H -0.64820 -4.32789 -0.37004 0.08
```

Calculated total energy: -2531.6995 hartree
Charge: 0
HOMO-LUMO gap: 0.3441 Eh
LUMO: 0.002 Ha



- What is the calculated total energy in the second record?
  -326.0405 hartree



- Which value of calculated total energy does entry 2 give?
  -326.0405 hartree